Here is C36H38BCrF4N7S2Se as an isolated structure from the OMol25 dataset. Energies are from the ωB97M-V functional and the def2-TZVPD basis.

```
! wB97M-V def2-TZVPD RIJCOSX def2/J DEFGRID3
* xyz -1 4
Cr -0.2290 -0.0460 0.2598
C -2.4632 0.2646 4.3735
C -2.1217 0.0870 2.9112
S -0.4467 -0.3467 2.5953
C -3.0249 0.2231 1.9252
C -4.4765 0.5394 2.1630
S -2.5913 0.0206 0.2319
H -1.5511 0.3422 4.9625
H -3.0382 -0.5816 4.7620
H -3.0466 1.1712 4.5439
H -4.7096 0.6259 3.2233
H -5.1116 -0.2440 1.7398
H -4.7564 1.4743 1.6703
C -1.9960 0.3511 -6.4691
C -0.8117 1.2687 -6.3606
C -0.3467 1.9771 -7.4589
C 0.7423 2.8329 -7.3690
C 1.3935 2.9709 -6.1548
C 0.9608 2.2644 -5.0427
C -0.1481 1.4250 -5.1335
N -0.6230 0.6759 -4.0472
C -0.3803 0.8652 -2.6917
N -0.2803 2.1491 -2.3208
C -0.2174 2.7453 -1.0237
C -0.1941 1.9962 0.1479
C -0.1940 2.7369 1.3391
C -0.1972 4.1189 1.3527
C -0.2045 4.8240 0.1590
C -0.2153 4.1515 -1.0496
C -0.2303 4.9249 -2.3441
N -0.3078 -0.1513 -1.8828
C -0.3617 -1.4362 -2.5126
C -1.5380 -2.1753 -2.4056
C -1.6585 -3.4011 -3.0394
C -0.6056 -3.8881 -3.8028
C 0.5609 -3.1493 -3.9081
C 0.7122 -1.9229 -3.2645
C 1.9959 -1.1521 -3.4039
H -2.4547 0.4315 -7.4532
H -2.7507 0.5886 -5.7163
H -1.7149 -0.6971 -6.3233
H -0.8623 1.8605 -8.4053
H 1.0800 3.3793 -8.2395
H 2.2516 3.6244 -6.0642
H 1.4944 2.3524 -4.1062
H -1.0018 -0.2314 -4.2668
H -0.4941 2.7957 -3.0614
H -0.1493 2.2109 2.2800
H -0.1662 4.6450 2.2978
H -0.1891 5.9084 0.1602
H -0.1709 5.9930 -2.1398
H -1.1491 4.7630 -2.9208
H 0.6132 4.6721 -2.9944
H -2.3465 -1.7703 -1.8077
H -2.5694 -3.9756 -2.9281
H -0.6876 -4.8458 -4.3009
H 1.3907 -3.5343 -4.4912
H 2.8462 -1.8343 -3.4492
H 2.1436 -0.4777 -2.5619
H 2.0023 -0.5549 -4.3204
F 3.6403 2.0476 4.2715
B 3.3701 2.4799 2.9692
F 2.9440 3.8156 2.9695
F 4.5723 2.3848 2.1969
F 2.3910 1.6625 2.3717
C 5.1389 0.9851 -0.3497
N 3.9528 0.2115 -0.0202
C 3.9140 -0.9873 0.6479
C 2.6000 -1.3051 0.7909
N 1.8393 -0.3177 0.2161
C 2.6861 0.5896 -0.2296
H 6.0123 0.3693 -0.1493
H 5.1707 1.8730 0.2761
H 5.1253 1.2450 -1.4080
H 4.8117 -1.4874 0.9638
H 2.1484 -2.1545 1.2723
H 2.4097 1.5395 -0.6579
Se -1.7605 -2.8215 1.3768
N -0.3430 -2.6337 0.3377
C 0.0903 -3.8562 0.0303
C 1.2435 -4.1376 -0.7605
C 1.5800 -5.4325 -0.9928
C 0.8105 -6.5131 -0.4595
C -0.2873 -6.2831 0.3060
C -0.6803 -4.9383 0.5715
N -1.7271 -4.5802 1.3166
H 1.8262 -3.3161 -1.1531
H 2.4510 -5.6577 -1.5964
H 1.1240 -7.5296 -0.6625
H -0.8706 -7.0907 0.7285
*
```

Properties
⟨S²⟩ = 3.824
HOMO-LUMO gap (alpha / beta) = 5.7687 / 5.8558 eV
Relative energy (zero: lowest compared OMol25 entry of this formula, charge and spin) = 0.00 kcal per mole
E_HOMO (alpha / beta) = -4.044 / -4.164 eV

Here is a 2-piece molecular cluster, CH2N2OS overall from the OMol25 dataset. Energies are from the ωB97M-V functional and the def2-TZVPD basis.

```
! wB97M-V def2-TZVPD RIJCOSX def2/J DEFGRID3
* xyz 0 1
N -1.3861 -0.4340 0.1251
C -0.9208 -0.8970 -0.8994
S -0.3303 -1.3288 -2.2930
H -1.6158 -0.6195 1.1003
N 1.5934 0.7163 0.7033
O 0.8619 1.3227 1.4773
H 1.7977 1.2404 -0.2136
*
```

Properties
SMILES = N=C=S.N=O
HOMO-LUMO gap (alpha / beta) = 9.1281 / 9.1271 eV
Relative energy (zero: lowest compared OMol25 entry of this formula, charge and spin) = 31.53 kcal per mole
E_HOMO (alpha / beta) = -9.690 / -9.689 eV

Here is C12H14N4PdS2 as an isolated structure from the OMol25 dataset. Energies are from the ωB97M-V functional and the def2-TZVPD basis.

```
! wB97M-V def2-TZVPD RIJCOSX def2/J DEFGRID3
* xyz 0 1
Pd 1.3784 0.5494 0.1488
N 0.5370 -1.4987 1.3938
C 0.5846 -2.6296 0.4546
C 2.0291 -2.9449 0.1058
C 2.7459 -1.9098 -0.7869
C 3.9523 -1.2359 -0.1609
N 3.5435 -0.2518 0.8650
H 0.9537 -1.7730 2.2773
H -0.4116 -1.2200 1.6064
H 0.0498 -2.3275 -0.4475
H 0.0898 -3.5202 0.8472
H 2.0559 -3.9208 -0.3818
H 2.5949 -3.0894 1.0363
H 2.0607 -1.1129 -1.1274
H 3.0433 -2.3764 -1.7275
H 4.5103 -0.6920 -0.9210
H 4.6289 -1.9881 0.2547
H 4.2856 0.4127 1.0380
H 3.3537 -0.7030 1.7513
S 0.0643 0.9282 -1.6159
C -1.4530 1.5964 -0.9710
C -2.6458 1.5968 -1.6729
C -3.7768 2.1897 -1.1217
C -5.0201 2.1704 -1.8723
N -6.0036 2.1485 -2.4667
C -3.7025 2.7815 0.1409
C -2.4971 2.7800 0.8339
C -1.3786 2.1899 0.2714
S 0.2208 2.2137 1.0480
C -4.8646 3.3940 0.7620
N -5.7766 3.8690 1.2752
H -2.7099 1.1352 -2.6510
H -2.4422 3.2387 1.8137
*
```

Properties
HOMO-LUMO gap = 6.4886 eV
Relative energy (zero: lowest compared OMol25 entry of this formula, charge and spin) = 0.00 kcal per mole
E_HOMO = -7.733 eV

Number 1: maximum force 0.654 eV Å⁻¹. Number 2: maximum force 2.906 eV Å⁻¹. Number 3: maximum force 0.783 eV Å⁻¹.